# 1
{"formula": "H20O34S6Zn4", "method": "ωB97M-V/def2-TZVPD", "symbols": ["Zn", "Zn", "Zn", "Zn", "S", "O", "O", "O", "O", "S", "O", "O", "O", "O", "S", "O", "O", "O", "O", "S", "O", "O", "O", "O", "S", "O", "O", "O", "O", "S", "O", "O", "O", "O", "O", "H", "H", "O", "H", "H", "O", "H", "H", "O", "H", "H", "O", "H", "H", "O", "H", "H", "O", "H", "H", "O", "H", "H", "O", "H", "H", "O", "H", "H"], "xyz": [[-0.79, -4.07, -18.18], [-5.63, -9.99, -20.60], [-8.51, -2.16, -19.30], [-7.58, -8.73, -14.11], [-5.50, -5.90, -17.79], [-5.89, -6.50, -16.53], [-4.35, -5.07, -17.48], [-5.11, -6.98, -18.66], [-6.60, -5.07, -18.35], [-3.28, -10.78, -13.02], [-3.05, -9.80, -11.94], [-3.28, -12.17, -12.61], [-4.62, -10.59, -13.61], [-2.31, -10.62, -14.09], [-7.08, -6.88, -9.52], [-8.05, -7.64, -8.72], [-5.78, -7.17, -8.93], [-7.04, -7.29, -10.89], [-7.44, -5.50, -9.35], [-2.32, -3.86, -22.93], [-2.38, -5.18, -23.53], [-3.69, -3.37, -22.76], [-1.77, -3.96, -21.61], [-1.51, -2.97, -23.70], [-10.38, -2.06, -23.76], [-11.23, -1.02, -23.33], [-11.24, -3.15, -24.21], [-9.75, -1.68, -25.03], [-9.47, -2.50, -22.67], [-9.79, -9.78, -18.33], [-9.07, -9.96, -17.06], [-10.56, -8.56, -18.20], [-8.86, -9.63, -19.45], [-10.61, -10.97, -18.57], [-5.48, -8.28, -23.57], [-6.10, -8.13, -24.28], [-4.86, -7.56, -23.64], [-0.90, -7.27, -18.54], [-0.45, -8.01, -18.94], [-1.83, -7.48, -18.61], [-5.08, -11.69, -17.75], [-4.81, -11.37, -16.89], [-5.53, -12.52, -17.56], [-3.64, -5.63, -13.14], [-4.33, -5.73, -13.80], [-3.62, -6.46, -12.68], [-11.14, -4.04, -18.33], [-11.19, -4.99, -18.38], [-11.60, -3.81, -17.52], [-10.20, -6.74, -21.97], [-9.72, -5.98, -21.63], [-9.82, -7.48, -21.51], [-0.19, -4.26, -14.93], [-0.92, -4.51, -14.35], [0.59, -4.32, -14.38], [-1.28, -0.93, -17.61], [-0.54, -0.34, -17.77], [-1.74, -0.53, -16.86], [-7.97, -1.16, -16.21], [-7.71, -0.35, -15.77], [-8.10, -1.79, -15.51], [-5.73, -0.67, -20.23], [-5.18, 0.12, -20.22], [-5.23, -1.31, -20.73]], "nbo_charge": [0.287, 0.291, 0.511, 0.506, 2.544, -0.829, -0.827, -0.880, -0.896, 2.538, -0.863, -0.905, -0.853, -0.913, 2.564, -0.876, -0.834, -0.899, -0.947, 2.566, -0.920, -0.809, -0.824, -0.981, 2.544, -0.915, -0.803, -0.849, -0.863, 2.531, -0.773, -0.843, -0.847, -0.942, -0.950, 0.464, 0.487, -0.950, 0.460, 0.491, -0.950, 0.490, 0.461, -0.967, 0.482, 0.484, -0.943, 0.487, 0.459, -0.955, 0.478, 0.477, -0.945, 0.490, 0.455, -0.923, 0.457, 0.466, -0.938, 0.461, 0.479, -0.953, 0.460, 0.495], "energy_ha": -12075.64632, "homo_lumo_gap_ev": 1.9355, "multiplicity": 1, "total_charge": -4, "e_above_lowest_kj_mol": 3086.1, "homo_energy_ev": 0.0}

# 2
{"formula": "C2H2FFeLiO", "method": "ωB97M-V/def2-TZVPD", "symbols": ["H", "C", "C", "O", "Li", "Fe", "F", "H"], "xyz": [[-1.64, 0.19, -0.36], [-0.13, -1.22, -0.03], [-0.61, 0.02, -0.01], [0.17, 1.09, 0.01], [-0.49, 2.75, 0.41], [2.08, 0.67, -0.01], [1.26, -1.33, -0.03], [-0.63, -2.18, 0.03]], "mulliken_spin": [0.006, -0.016, 0.039, -0.014, 0.001, 5.019, -0.038, 0.003], "energy_ha": -1523.43381, "homo_lumo_gap_ev": [6.7280, 8.3653], "multiplicity": 6, "total_charge": 1, "s_squared": 8.75, "homo_energy_ev": [-11.2, -13.5]}

# 3
{"formula": "C5H13S2", "method": "ωB97M-V/def2-TZVPD", "symbols": ["C", "C", "S", "C", "H", "H", "H", "H", "H", "H", "H", "H", "C", "C", "S", "H", "H", "H", "H", "H"], "xyz": [[-0.35, 0.60, 2.29], [-0.98, -0.72, 1.96], [0.25, -2.07, 1.86], [0.15, -2.33, 0.05], [-1.12, 1.39, 2.37], [0.27, 0.91, 1.48], [0.23, 0.59, 3.20], [-1.55, -0.67, 1.00], [-1.64, -1.10, 2.76], [-0.63, -3.01, -0.22], [0.11, -1.35, -0.48], [1.11, -2.77, -0.28], [1.28, 1.12, -2.13], [-0.09, 1.64, -1.94], [-1.28, 0.39, -1.38], [1.27, 0.35, -2.92], [1.56, 0.64, -1.16], [2.04, 1.83, -2.41], [-0.51, 2.09, -2.84], [-0.12, 2.48, -1.22]], "nbo_charge": [-0.619, -0.533, 0.091, -0.763, 0.201, 0.225, 0.186, 0.275, 0.188, 0.198, 0.284, 0.197, -0.620, -0.527, -0.693, 0.195, 0.197, 0.176, 0.173, 0.168], "energy_ha": -994.69127, "homo_lumo_gap_ev": 5.9431, "multiplicity": 1, "total_charge": -1, "e_above_lowest_kj_mol": 56.6, "homo_energy_ev": -2.6}

# 4
{"formula": "C3H4INOS", "method": "ωB97M-V/def2-TZVPD", "symbols": ["C", "C", "C", "N", "O", "S", "I", "H", "H", "H", "H"], "xyz": [[0.31, -1.47, -0.05], [1.78, 1.13, 0.39], [-1.40, 0.39, -0.19], [-0.82, -0.86, -0.33], [0.78, -2.44, -0.59], [1.62, -0.37, 1.09], [-3.51, 0.54, -0.20], [1.66, 1.29, -0.69], [2.01, 2.01, 1.12], [-1.04, 1.23, 0.35], [-1.39, -1.46, -0.89]], "nbo_charge": [0.627, -0.684, -0.151, -0.656, -0.547, 0.203, 0.140, 0.210, 0.225, 0.217, 0.416], "energy_ha": -942.44425, "homo_lumo_gap_ev": [6.6490, 7.9214], "multiplicity": 1, "total_charge": 0, "e_above_lowest_kj_mol": 368.3, "homo_energy_ev": [-7.6, -8.2]}

# 5
{"formula": "C6H12NO", "method": "ωB97M-V/def2-TZVPD", "symbols": ["C", "C", "C", "N", "H", "H", "H", "H", "H", "C", "O", "C", "C", "H", "H", "H", "H", "H", "H", "H"], "xyz": [[1.17, 0.62, -2.96], [2.20, 0.36, -3.81], [1.31, 2.54, -2.51], [1.02, 1.46, -1.82], [0.24, 0.10, -3.15], [3.03, 1.04, -3.99], [2.27, -0.60, -4.30], [0.58, 3.34, -2.66], [2.37, 2.80, -2.70], [-2.55, -0.97, 2.63], [-2.59, 0.30, 3.08], [-1.16, -1.62, 2.90], [-0.12, -0.75, 2.16], [-2.72, -1.04, 1.51], [-3.33, -1.66, 3.05], [-1.13, -2.69, 2.62], [-1.06, -1.56, 3.99], [0.89, -0.93, 2.55], [-0.37, 0.30, 2.28], [-0.07, -1.04, 1.11]], "nbo_charge": [-0.004, -0.541, 0.129, -0.496, 0.219, 0.185, 0.210, 0.154, 0.143, -0.007, -0.964, -0.437, -0.620, 0.052, 0.062, 0.152, 0.177, 0.164, 0.244, 0.176], "energy_ha": -365.60847, "homo_lumo_gap_ev": 3.7038, "multiplicity": 1, "total_charge": -1, "e_above_lowest_kj_mol": 447.0, "homo_energy_ev": -1.9}

# 6
{"formula": "FHNaO2P", "method": "ωB97M-V/def2-TZVPD", "symbols": ["P", "O", "O", "H", "F", "Na"], "xyz": [[1.86, 0.80, -0.08], [2.06, -0.79, -0.04], [0.41, 0.98, 0.29], [1.22, -1.28, 0.22], [-3.73, -0.13, -0.27], [-1.82, 0.41, -0.12]], "nbo_charge": [1.591, -0.993, -1.117, 0.524, -0.983, 0.978], "energy_ha": -754.67776, "homo_lumo_gap_ev": 7.2126, "multiplicity": 1, "total_charge": 0, "e_above_lowest_kj_mol": 0.0, "homo_energy_ev": -8.9}

# 7
{"formula": "C28H26IIrN7O2S3", "method": "ωB97M-V/def2-TZVPD", "symbols": ["Ir", "C", "S", "C", "S", "N", "N", "C", "C", "C", "C", "C", "C", "N", "H", "H", "H", "H", "H", "H", "H", "H", "C", "C", "N", "C", "C", "C", "O", "C", "C", "N", "C", "C", "C", "C", "C", "C", "I", "C", "O", "H", "H", "H", "H", "H", "H", "H", "H", "H", "H", "H", "H", "N", "C", "S", "C", "C", "C", "N", "C", "C", "H", "H", "H", "H", "H", "H"], "xyz": [[-0.27, -1.18, 0.79], [-0.03, 3.32, 4.31], [1.62, 2.58, 4.50], [1.52, 1.35, 3.19], [1.90, 2.10, 1.72], [1.27, 0.14, 3.51], [1.11, -0.91, 2.78], [1.71, -2.03, 2.98], [1.48, -3.15, 2.11], [2.05, -4.40, 2.34], [1.87, -5.43, 1.44], [1.11, -5.18, 0.30], [0.55, -3.92, 0.14], [0.71, -2.94, 1.01], [-0.11, 4.08, 5.08], [-0.79, 2.56, 4.46], [-0.11, 3.78, 3.33], [2.45, -2.13, 3.77], [2.64, -4.55, 3.24], [2.31, -6.40, 1.61], [0.95, -5.94, -0.44], [-0.08, -3.71, -0.73], [4.61, -0.31, 1.16], [4.07, 0.15, -0.14], [4.82, 0.78, -0.98], [4.42, 1.24, -2.15], [3.11, 1.06, -2.58], [2.72, 1.51, -3.97], [1.54, 2.28, -4.00], [2.21, 0.36, -1.74], [0.89, 0.12, -2.17], [-0.10, -0.49, -1.56], [-1.32, -0.58, -2.16], [-1.62, -0.26, -3.49], [-2.88, -0.44, -4.01], [-3.91, -1.04, -3.26], [-3.71, -1.36, -1.96], [-2.45, -1.00, -1.26], [-2.11, -2.19, 2.41], [2.67, -0.14, -0.47], [1.98, -0.79, 0.34], [5.69, -0.13, 1.18], [4.41, -1.37, 1.29], [4.15, 0.23, 1.99], [5.17, 1.71, -2.77], [2.51, 0.62, -4.57], [3.55, 2.04, -4.43], [1.73, 3.19, -3.75], [0.67, 0.56, -3.14], [-0.85, 0.11, -4.15], [-3.07, -0.19, -5.04], [-4.85, -1.27, -3.74], [-4.47, -1.86, -1.38], [-5.08, 4.11, 0.94], [-5.09, 2.85, 0.50], [-6.50, 2.11, 0.03], [-3.84, 2.08, 0.48], [-2.78, 2.32, 1.36], [-1.70, 1.47, 1.36], [-1.60, 0.41, 0.55], [-2.60, 0.18, -0.32], [-3.71, 1.00, -0.39], [-5.95, 4.63, 0.98], [-4.23, 4.60, 1.16], [-2.82, 3.13, 2.08], [-0.88, 1.63, 2.03], [-2.13, -1.86, -0.65], [-4.49, 0.77, -1.09]], "mulliken_spin": [0.038, -0.004, 0.293, -0.049, 0.719, -0.007, -0.078, 0.017, -0.017, -0.003, 0.001, -0.001, 0.000, -0.020, 0.001, 0.005, 0.006, -0.002, 0.000, 0.000, 0.000, 0.000, 0.000, -0.001, 0.001, 0.006, -0.001, -0.001, 0.000, -0.018, -0.011, 0.064, 0.032, 0.007, -0.004, -0.002, -0.018, -0.118, -0.020, 0.029, 0.049, 0.000, 0.000, -0.002, 0.001, 0.000, 0.000, 0.000, 0.008, -0.001, 0.000, 0.000, -0.001, 0.000, 0.000, 0.000, -0.002, 0.008, -0.021, 0.026, 0.064, -0.001, 0.000, 0.000, 0.000, 0.010, 0.015, -0.001], "energy_ha": -3212.29635, "homo_lumo_gap_ev": [5.3319, 5.3498], "multiplicity": 2, "total_charge": 2, "e_above_lowest_kj_mol": 351.0, "s_squared": 1.07, "homo_energy_ev": [-13.2, -13.2]}

# 8
{"formula": "C5H6O", "method": "ωB97M-V/def2-TZVPD", "symbols": ["C", "C", "C", "C", "C", "O", "H", "H", "H", "H", "H", "H"], "xyz": [[0.60, -1.20, -0.25], [0.95, 0.17, 0.06], [-0.40, 0.83, 0.48], [-0.17, -2.20, -0.54], [-0.64, 2.08, 0.11], [1.84, 0.85, -0.50], [1.40, -0.73, 0.95], [-1.13, 0.23, 1.02], [-1.16, -2.03, -0.94], [0.14, -3.22, -0.37], [0.12, 2.64, -0.41], [-1.55, 2.58, 0.38]], "nbo_charge": [0.123, 0.196, -0.241, -0.459, -0.352, -0.630, 0.242, 0.206, 0.250, 0.236, 0.226, 0.204], "energy_ha": -269.14853, "homo_lumo_gap_ev": [8.3511, 8.3495], "multiplicity": 1, "total_charge": 0, "e_above_lowest_kj_mol": 519.1, "homo_energy_ev": [-9.0, -9.0]}